# 1
A structure of composition C14H13CdClN4S, computed with ωB97M-V with the def2-TZVPD basis set.

XYZ file:
```
34
Properties=species:S:1:pos:R:3:lowdin_charge:R:1
Cd -1.013 -1.493 -1.209 1.19
N -3.677 -3.381 1.710 0.06
C -2.570 -2.975 1.055 -0.93
S -2.366 -3.599 -0.559 0.40
N -1.785 -2.175 1.766 -0.03
N -0.685 -1.806 1.085 -0.16
C 0.232 -1.132 1.647 -0.12
C 1.399 -0.782 0.818 -0.27
C 2.540 -0.247 1.403 -0.02
C 3.656 -0.006 0.623 -0.05
C 3.609 -0.305 -0.729 -0.06
C 2.431 -0.818 -1.241 -0.13
N 1.349 -1.047 -0.500 0.04
H -4.331 -3.990 1.257 0.07
H -3.813 -3.085 2.661 0.10
H 0.188 -0.844 2.695 0.12
H 2.542 -0.040 2.466 0.11
H 4.555 0.401 1.066 0.11
H 4.459 -0.137 -1.376 0.11
H 2.345 -1.048 -2.296 0.11
Cl -0.808 0.768 -3.435 0.62
C -0.549 1.738 -2.000 -0.64
C 0.434 2.711 -2.017 -0.13
C 0.738 3.388 -0.845 -0.11
C 0.059 3.058 0.322 -0.10
C -0.930 2.088 0.314 -0.07
C -1.281 1.396 -0.856 -0.41
C -2.272 0.310 -0.875 -0.27
H 0.961 2.926 -2.937 0.10
H 1.502 4.155 -0.844 0.10
H 0.297 3.571 1.246 0.10
H -1.462 1.847 1.227 0.11
H -2.963 0.371 -1.712 0.01
H -2.793 0.185 0.070 0.03
```

Results
Net charge: 0
Energy above the lowest of the compared OMol25 structures with the same formula, charge and spin, kcal/mol: 3.7
E_LUMO, eV: -0.22
Gap between HOMO and LUMO, eV: 7.11

---

# 2
A structure of composition C14H13F2N4O2PdS in a non-equilibrium geometry, computed with ωB97M-V with the def2-TZVPD basis set.

XYZ file:
```
37
Properties=species:S:1:pos:R:3:lowdin_charge:R:1
Pd -0.672 -1.477 -1.758 0.87
O 1.328 -1.340 -1.802 -0.25
N 1.745 -0.106 -1.671 0.01
N 0.860 0.837 -1.781 -0.22
O -0.450 0.602 -1.924 -0.23
C 1.278 2.144 -1.684 -0.19
C 0.334 3.181 -1.650 -0.01
C 0.754 4.490 -1.614 -0.09
C 2.110 4.804 -1.609 -0.10
C 3.046 3.773 -1.602 -0.10
C 2.649 2.456 -1.631 -0.02
H -0.712 2.914 -1.655 0.11
H 0.015 5.278 -1.589 0.10
H 2.432 5.836 -1.605 0.09
H 4.102 4.009 -1.576 0.10
H 3.366 1.650 -1.619 0.10
S -5.373 -1.386 -1.508 0.42
C -3.808 -1.445 -1.756 -1.02
N -2.657 -1.497 -1.981 -0.07
F 0.550 -3.877 -2.243 -0.07
C -0.671 -3.453 -1.767 -0.47
F -1.564 -3.952 -2.683 -0.06
H -0.847 -4.012 -0.827 0.09
C -0.615 -1.397 4.834 -0.06
C -0.587 -1.388 3.338 -0.27
C -1.388 -0.527 2.577 -0.03
C -1.316 -0.552 1.205 -0.11
N -0.493 -1.384 0.536 0.00
C 0.290 -2.212 1.255 -0.13
C 0.266 -2.246 2.625 -0.04
H -1.310 -0.653 5.215 0.07
H 0.375 -1.182 5.239 0.08
H -0.917 -2.375 5.211 0.08
H -2.065 0.158 3.066 0.11
H -1.919 0.106 0.591 0.11
H 0.959 -2.843 0.684 0.11
H 0.904 -2.934 3.160 0.11
```

Results
Net charge: -1
E_LUMO, eV: 2.65
Gap between HOMO and LUMO, eV: 6.53

---

# 3
A cluster of 2 separate species, C14H13F3N2O3S2 in total in a non-equilibrium geometry, computed with ωB97M-V with the def2-TZVPD basis set.

XYZ file:
```
37
Properties=species:S:1:pos:R:3:lowdin_charge:R:1
C 0.239 -1.613 -2.525 -0.06
C 1.631 -1.160 -2.391 -0.29
C 2.091 0.147 -2.101 -0.16
N 3.479 0.110 -2.167 0.05
C 3.915 -1.165 -2.441 -0.33
C 5.335 -1.504 -2.644 -0.05
C 2.783 -1.982 -2.571 -0.01
H 0.210 -2.707 -2.617 0.08
H -0.380 -1.353 -1.656 0.03
H -0.230 -1.181 -3.424 0.09
H 1.552 1.093 -2.149 0.08
H 4.099 0.889 -1.971 0.16
H 5.426 -2.593 -2.704 0.08
H 5.701 -1.085 -3.593 0.08
H 5.977 -1.147 -1.828 0.08
H 2.788 -3.038 -2.804 0.11
F 1.536 3.371 -0.759 0.07
C 0.382 2.746 -0.360 -0.80
F -0.207 3.506 0.591 0.10
F -0.452 2.692 -1.440 0.08
S 0.771 1.087 0.268 1.15
N -0.797 0.917 1.129 -0.38
C -0.994 1.347 2.452 -0.46
O -0.198 1.981 3.127 0.11
C -2.344 0.877 2.851 -0.13
C -2.912 -0.020 1.972 -0.21
C -4.148 -0.618 2.235 -0.02
C -4.815 -0.293 3.424 -0.05
C -4.236 0.608 4.334 -0.05
C -2.996 1.184 4.053 0.02
S -1.868 -0.311 0.574 0.69
O -2.515 0.076 -0.651 -0.26
O -1.178 -1.574 0.639 -0.27
H -4.584 -1.308 1.517 0.13
H -5.790 -0.723 3.650 0.11
H -4.768 0.861 5.254 0.11
H -2.504 1.879 4.729 0.13
```

Results
SMILES: O=C1c2ccccc2S(=O)(=O)N1SC(F)(F)F.Cc1c[nH]c(C)c1
Net charge: 0
Energy above the lowest of the compared OMol25 structures with the same formula, charge and spin, kcal/mol: 0.0
E_LUMO, eV: -0.50
Gap between HOMO and LUMO, eV: 7.09

---

# 4
A structure of composition C14H13F5N5NiO3STe in a non-equilibrium geometry, computed with ωB97M-V with the def2-TZVPD basis set.

XYZ file:
```
43
Properties=species:S:1:pos:R:3:lowdin_charge:R:1
Ni 0.250 -0.287 0.219 0.34
N -0.382 2.199 3.592 0.06
C -0.407 1.413 2.472 -0.78
S 1.074 1.346 1.540 0.77
N -1.512 0.849 2.137 0.02
N -1.434 0.035 1.027 -0.10
C -2.549 -0.513 0.690 -0.07
C -2.754 -1.482 -0.335 -0.15
C -4.042 -2.029 -0.492 -0.07
C -4.289 -3.042 -1.382 -0.12
C -3.221 -3.551 -2.142 -0.10
C -1.958 -3.037 -2.021 -0.01
C -1.674 -1.966 -1.130 -0.33
O -0.490 -1.475 -1.106 -0.07
H 0.535 2.412 3.945 0.07
H -1.097 2.021 4.277 0.09
H -3.409 -0.233 1.296 0.13
H -4.846 -1.638 0.122 0.10
H -5.285 -3.450 -1.490 0.09
H -3.402 -4.374 -2.824 0.10
H -1.131 -3.426 -2.600 0.11
N -1.723 4.716 -4.783 0.17
C -0.541 4.065 -4.612 -0.49
O 0.402 4.253 -5.354 0.06
C -0.461 3.105 -3.456 -0.13
C 0.758 2.490 -3.211 0.03
C 0.871 1.606 -2.150 -0.07
N -0.154 1.324 -1.347 0.04
C -1.326 1.902 -1.581 -0.10
C -1.527 2.796 -2.618 0.00
H -1.794 5.359 -5.551 0.11
H -2.512 4.590 -4.180 0.08
H 1.599 2.709 -3.852 0.12
H 1.801 1.098 -1.918 0.11
H -2.138 1.644 -0.914 0.11
H -2.515 3.218 -2.746 0.10
F 4.312 -1.192 2.616 -0.50
Te 2.927 -0.919 1.154 1.86
F 2.884 -2.859 1.227 -0.47
F 0.655 -1.537 1.683 -0.50
F 3.859 0.842 1.042 -0.54
F 4.391 -1.353 0.024 -0.44
O 1.954 -0.615 -0.409 -0.63
```

Results
Net charge: -1
Energy above the lowest of the compared OMol25 structures with the same formula, charge and spin, kcal/mol: 63.9
E_LUMO (spin up / spin down), eV: 1.20 / 0.99
Gap between HOMO and LUMO (spin up / spin down), eV: 6.38 / 6.29
Spin multiplicity: 3

---

# 5
An isolated molecule of C14H13FN2O, computed with ωB97M-V with the def2-TZVPD basis set.

XYZ file:
```
31
Properties=species:S:1:pos:R:3:lowdin_charge:R:1
O -0.900 0.907 2.672 0.06
C -0.704 0.129 1.758 -0.44
N -1.126 0.367 0.497 0.08
H -0.892 -0.259 -0.255 0.12
C -1.757 1.609 0.128 -0.16
H -2.603 1.395 -0.531 0.13
H -2.117 2.074 1.048 0.12
C -0.769 2.558 -0.577 -0.12
C -0.229 1.915 -1.818 -0.24
C -0.894 2.019 -3.035 -0.02
C -0.379 1.357 -4.138 -0.15
N 0.716 0.619 -4.100 0.05
C 1.350 0.516 -2.945 -0.15
C 0.925 1.139 -1.782 -0.03
H 1.484 1.028 -0.864 0.11
H 2.242 -0.097 -2.954 0.10
H -0.867 1.418 -5.102 0.10
H -1.795 2.608 -3.120 0.11
H -1.294 3.482 -0.824 0.12
H 0.044 2.788 0.113 0.12
C 0.038 -1.154 1.987 -0.06
C 0.062 -2.265 1.149 -0.21
C 0.774 -3.408 1.462 -0.01
C 1.493 -3.461 2.643 -0.07
C 1.485 -2.374 3.502 -0.07
C 0.763 -1.243 3.176 -0.01
H 0.734 -0.389 3.836 0.12
H 2.039 -2.411 4.427 0.10
H 2.052 -4.350 2.889 0.11
H 0.753 -4.240 0.776 0.12
F -0.631 -2.275 -0.017 0.06
```

Results
SMILES: O=C(NCCc1ccncc1)c1ccccc1F
Net charge: 0
Energy above the lowest of the compared OMol25 structures with the same formula, charge and spin, kcal/mol: 0.0
E_LUMO, eV: 0.59
Gap between HOMO and LUMO, eV: 10.21

---

# 6
An isolated molecule of C14H13N3O5 in a non-equilibrium geometry, computed with ωB97M-V with the def2-TZVPD basis set.

XYZ file:
```
35
Properties=species:S:1:pos:R:3:lowdin_charge:R:1
C -2.079 -2.545 -0.293 0.01
C -1.792 -1.095 -0.101 -0.20
N -0.524 -0.756 0.039 0.09
C 0.609 -1.654 0.028 -0.14
C 1.868 -0.850 0.214 -0.22
C 2.343 -0.588 1.489 -0.04
C 3.479 0.189 1.706 0.02
C 4.111 0.693 0.597 -0.20
C 3.635 0.438 -0.692 -0.19
C 2.517 -0.328 -0.909 0.06
H 2.158 -0.514 -1.907 0.13
O 4.446 1.050 -1.605 0.04
C 5.443 1.713 -0.855 -0.15
O 5.231 1.471 0.520 0.04
H 6.436 1.336 -1.147 0.14
H 5.393 2.796 -1.051 0.14
H 3.847 0.389 2.698 0.12
H 1.822 -0.995 2.342 0.12
H 0.646 -2.196 -0.925 0.13
H 0.508 -2.391 0.834 0.13
H -0.346 0.250 0.170 0.11
C -2.790 -0.100 -0.064 -0.02
C -2.402 1.280 0.128 -0.39
O -1.249 1.689 0.267 0.04
N -3.412 2.219 0.158 0.20
C -4.762 1.994 0.026 -0.52
O -5.585 2.873 0.064 0.09
N -5.067 0.672 -0.153 0.20
C -4.200 -0.416 -0.212 -0.41
O -4.701 -1.514 -0.380 0.05
H -6.050 0.444 -0.257 0.17
H -3.120 3.180 0.293 0.17
H -3.144 -2.723 -0.393 0.07
H -1.568 -2.903 -1.186 0.10
H -1.697 -3.108 0.558 0.10
```

Results
SMILES: CC(NCc1ccc2c(c1)OCO2)=C1C(=O)NC(=O)NC1=O
Net charge: 0
Energy above the lowest of the compared OMol25 structures with the same formula, charge and spin, kcal/mol: 9.0
E_LUMO, eV: 0.54
Gap between HOMO and LUMO, eV: 9.06

---

Computed values of energy (unit: eV) for the preceding records, in sequence: -48611.1304 -44532.7679 -53673.5004 -101084.0518 -22474.8269 -29438.4365.